Entry 1:
A 10-piece molecular cluster, C11H44N2O10 overall at a distorted geometry, computed with ωB97M-V with the def2-TZVPD basis set.

Output
E_LUMO	-0.10	eV
max |F|	2.254	eV/Å
spin multiplicity	1
gap between HOMO and LUMO	8.624	eV

XYZ file:
```
67
C11H44N2O10, DFT ωB97M-V with the def2-TZVPD basis set
C 4.37937 -14.72946 -12.12101
O 5.06738 -14.15428 -10.99199
C 6.48259 -14.44116 -11.10093
C 7.42657 -13.55835 -10.12370
C 7.16159 -13.86669 -8.67699
N 7.17095 -12.18374 -10.28528
H 3.31522 -14.64378 -11.90114
H 4.58842 -15.79883 -12.14984
H 4.68116 -14.28500 -13.06942
H 6.62988 -15.50689 -10.92591
H 6.84132 -14.26717 -12.11540
H 8.49440 -13.69583 -10.29381
H 7.48432 -14.89620 -8.52189
H 6.15449 -13.60705 -8.35076
H 7.82583 -13.23866 -8.08332
H 6.20615 -11.98867 -10.05899
H 7.33948 -11.82821 -11.21549
C 16.17764 -11.91102 -16.76813
O 14.91781 -12.40639 -16.42757
C 14.89352 -13.43431 -15.45279
C 13.36196 -13.73829 -15.20850
C 13.03451 -14.48211 -13.94846
N 12.78152 -14.42962 -16.37029
H 16.82752 -12.76682 -16.95078
H 16.52651 -11.45123 -15.84347
H 16.09254 -11.09557 -17.48638
H 15.40179 -14.35863 -15.72738
H 15.32885 -13.05756 -14.52724
H 12.83351 -12.79079 -15.10316
H 13.40357 -15.50544 -14.01686
H 11.97907 -14.40254 -13.68806
H 13.49360 -14.06347 -13.05288
H 13.06240 -13.90946 -17.18921
H 13.15939 -15.35455 -16.51802
C 13.13203 -18.85502 -12.43381
O 13.45745 -17.49557 -12.40211
H 12.05409 -18.95103 -12.30372
H 13.32556 -19.24631 -13.43257
H 13.61619 -19.40013 -11.62354
H 13.03818 -17.08635 -11.64162
C 9.18476 -12.00816 -13.18137
O 8.51479 -10.75354 -12.93901
H 10.15538 -11.90879 -13.66729
H 9.36162 -12.46137 -12.20596
H 8.59953 -12.73955 -13.73875
H 9.01774 -10.31161 -12.25101
C 9.04816 -17.54122 -10.69870
O 10.01671 -18.59512 -10.44650
H 8.90259 -17.35802 -11.76328
H 8.08486 -17.75335 -10.23485
H 9.44453 -16.59686 -10.32565
H 9.66757 -19.42910 -10.76928
O 10.82872 -14.58542 -11.07203
H 10.20418 -15.05802 -11.62233
H 11.37372 -15.27046 -10.68482
O 10.36451 -12.24954 -9.14290
H 11.22707 -12.17372 -9.55091
H 9.86326 -12.80242 -9.74232
O 8.75862 -15.13602 -13.40186
H 8.17254 -15.88404 -13.51674
H 9.14349 -14.99757 -14.26728
O 12.11532 -16.82065 -10.09731
H 11.27889 -17.22322 -10.33089
H 12.15120 -16.87855 -9.14254
O 12.81771 -12.52226 -11.08060
H 12.20466 -13.17888 -11.41114
H 13.56247 -13.02994 -10.75840
```

Entry 2:
A 6-piece molecular cluster, C25H32F3NO4S overall at a distorted geometry, computed with ωB97M-V with the def2-TZVPD basis set.

Output
E_LUMO	-0.32	eV
max |F|	12.971	eV/Å
energy above the lowest of the compared OMol25 structures with the same formula, charge and spin	0.8	kcal per mole
spin multiplicity	1
gap between HOMO and LUMO	8.548	eV

XYZ file:
```
66
C25H32F3NO4S, DFT ωB97M-V with the def2-TZVPD basis set
C 3.23426 0.27233 2.30768
C 3.11626 1.77433 2.11568
O 4.09726 2.42333 1.95668
N 1.69526 2.21233 1.80168
H 1.13226 1.47533 1.22268
H 1.02026 1.92233 2.54668
C 1.61426 3.66033 1.38568
H 3.86526 -0.09067 1.52168
H 2.21126 -0.15667 2.27968
H 3.57826 0.00933 3.23868
H 2.58426 4.09933 1.02668
H 1.38926 4.07233 2.41268
H 0.84726 3.50733 0.62768
O 0.20526 0.81733 0.17768
H 0.14926 0.21733 -0.63032
F 6.80526 -1.28967 -0.62332
C 5.74326 -0.47667 -0.98332
C 5.81026 0.88533 -0.98732
C 4.69426 1.66733 -1.13432
C 3.49826 1.08633 -1.34332
C 3.30926 -0.33967 -1.43132
C 4.48826 -1.10367 -1.38932
H 6.72226 1.35433 -0.63132
H 5.01426 2.55933 -0.93432
H 2.87126 1.68433 -1.16532
H 2.36426 -0.82367 -1.27432
H 4.47026 -2.23567 -1.43432
F 0.24726 -1.64867 -7.09732
C 0.13026 -1.01667 -5.91732
C 0.37526 0.38733 -5.81432
C 0.29526 0.93533 -4.55732
C -0.00674 0.15933 -3.37132
C -0.38874 -1.22467 -3.59332
C -0.19974 -1.81367 -4.79732
H 0.70026 0.84933 -6.75332
H 0.37626 1.79933 -4.32132
H -0.11274 0.57933 -2.44832
H -0.68874 -1.79867 -2.85032
H -0.19074 -2.79567 -4.87632
F -2.04374 -5.33667 -0.70232
C -2.00374 -4.51767 0.29868
C -2.39174 -4.97067 1.57768
C -2.18874 -4.23067 2.66568
C -1.61374 -2.95267 2.59268
C -1.41574 -2.35767 1.22768
C -1.58574 -3.17567 0.19668
H -2.93674 -5.96467 1.64368
H -2.41174 -4.54267 3.58268
H -1.39374 -2.42867 3.56068
H -1.24374 -1.41167 1.09168
H -1.43774 -2.62967 -0.71432
C -3.14574 0.88033 1.47768
C -4.01874 0.59133 2.72668
C -4.84174 1.66833 3.15068
S -5.45774 2.19333 1.56968
O -5.62274 3.66633 1.64768
O -6.61674 1.42833 1.24468
C -4.17174 1.64333 0.51968
H -2.81574 -0.05067 1.17968
H -2.15574 1.22833 1.67268
H -3.24574 0.25433 3.48068
H -4.64674 -0.18767 2.72868
H -4.07174 2.39133 3.60868
H -5.51874 1.49733 3.85068
H -3.57374 2.53233 0.13868
H -4.49774 1.18633 -0.27932
```

Entry 3:
C17H12Cl5IrN3O2S5 as an isolated structure, computed with ωB97M-V with the def2-TZVPD basis set.

Output
E_LUMO (spin up / spin down)	-0.22 / -2.59	eV
max |F|	0.876	eV/Å
energy above the lowest of the compared OMol25 structures with the same formula, charge and spin	0.0	kcal per mole
spin multiplicity	6
gap between HOMO and LUMO (spin up / spin down)	7.417 / 6.182	eV

XYZ file:
```
45
C17H12Cl5IrN3O2S5, DFT ωB97M-V with the def2-TZVPD basis set
Ir 0.14938 0.25912 -0.64561
N -0.19881 2.29931 0.69194
C -1.52178 2.46351 1.33078
C -2.62906 2.55713 0.29625
C -2.95696 1.20121 -0.26631
O -4.08040 0.73162 -0.19091
O -1.95499 0.54983 -0.83490
H 0.52113 2.31515 1.39838
H -0.02138 3.06945 0.05637
H -1.53005 3.34650 1.96927
H -1.68141 1.59578 1.97441
H -2.31334 3.21090 -0.52781
H -3.53162 2.96723 0.74044
S -3.37424 0.25795 -7.08869
C -2.45228 0.26463 -5.75677
S -2.00509 -1.17400 -4.89500
C -1.06240 -0.43799 -3.64245
C -0.97359 0.96513 -3.70489
S -0.09754 1.93610 -2.66232
S -1.82491 1.70527 -5.02797
S -0.32024 -1.43972 -2.50752
Cl 1.21511 0.13329 2.64902
C 2.48140 0.37355 1.46820
C 2.16330 0.40051 0.10993
C 3.24638 0.43089 -0.77632
Cl 2.97283 0.39903 -2.48854
C 4.57156 0.48046 -0.33493
Cl 5.87404 0.52638 -1.45398
C 4.83834 0.48857 1.03226
Cl 6.45604 0.54339 1.59667
C 3.78623 0.42510 1.94288
Cl 4.11679 0.38403 3.63109
N 1.56215 -2.54595 0.91141
C 0.26797 -2.45274 1.34140
C -0.16568 -3.18417 2.45734
C -1.49774 -3.17471 2.78320
C -2.39780 -2.45658 1.99328
C -1.89511 -1.72645 0.94603
N -0.57212 -1.67738 0.64230
H 2.25499 -2.95466 1.50890
H 1.87877 -1.94958 0.16902
H 0.55609 -3.75891 3.02942
H -1.84657 -3.73902 3.64190
H -3.46180 -2.45792 2.18676
H -2.54561 -1.15124 0.30609
```

Entry 4:
C41H67N3O2P2Si6Sn as an isolated structure at a distorted geometry, computed with ωB97M-V with the def2-TZVPD basis set.

Output
E_LUMO	4.06	eV
max |F|	1.256	eV/Å
energy above the lowest of the compared OMol25 structures with the same formula, charge and spin	13.7	kcal per mole
spin multiplicity	1
total charge	-2
gap between HOMO and LUMO	5.417	eV

XYZ file:
```
122
C41H67N3O2P2Si6Sn, DFT ωB97M-V with the def2-TZVPD basis set
Sn -0.46143 -0.57745 -0.17060
C -2.86086 -0.87190 2.66277
Si -1.19316 -0.14448 3.19875
C -1.54660 0.43274 4.98867
C -0.03481 -1.63386 3.37798
N -0.67033 0.92718 1.96747
P 0.15319 2.30259 2.03623
C 0.30794 3.08064 0.48102
P -0.85285 3.01740 -0.94449
N -1.49002 1.47250 -0.95095
Si -2.86179 1.21429 -1.96909
C -2.50109 -0.05729 -3.33542
C -3.45243 2.75699 -2.92821
C -4.35397 0.61459 -0.95607
C 1.05972 4.34974 0.40742
C 1.17968 5.26254 1.47045
C 1.94119 6.41836 1.37697
C 2.59315 6.74160 0.19870
C 2.47399 5.87356 -0.88311
C 1.73998 4.70784 -0.78138
C -2.20454 4.03090 -0.14546
C -3.12548 3.46385 0.73014
C -4.16308 4.21768 1.25570
C -4.30569 5.55330 0.89808
C -3.38935 6.13125 0.03014
C -2.34608 5.37352 -0.48562
C -0.51883 3.24819 3.48569
C 0.23864 3.82227 4.50446
C -0.37771 4.51570 5.53514
C -1.75740 4.66715 5.55207
C -2.51859 4.11798 4.52997
C -1.90216 3.41653 3.50751
C 1.89204 1.97227 2.61203
C 3.02226 2.24544 1.84411
C 4.28363 1.84470 2.26500
C 4.43786 1.14582 3.45277
C 3.32154 0.85971 4.22473
C 2.06696 1.27287 3.80608
H -3.17154 -1.65527 3.35966
H -2.79563 -1.32509 1.66774
H -3.64858 -0.11512 2.63111
H -1.64303 -0.44522 5.63346
H -2.48300 0.99050 5.04006
H -0.77380 1.07396 5.41643
H -0.49344 -2.40730 4.00166
H 0.93238 -1.38714 3.81857
H 0.15580 -2.07514 2.39564
H -1.62448 0.24017 -3.91628
H -3.34780 -0.15470 -4.01996
H -2.30015 -1.04217 -2.90431
H -2.58809 3.30049 -3.31788
H -4.00328 3.43824 -2.27740
H -4.09585 2.48952 -3.77079
H -4.01368 -0.03281 -0.14440
H -5.04649 0.03323 -1.57140
H -4.90294 1.45076 -0.51791
H 0.63376 5.07673 2.37964
H 2.01167 7.08032 2.23381
H 3.18242 7.64758 0.11639
H 2.97531 6.11026 -1.81581
H 1.69963 4.02750 -1.62040
H -3.01683 2.40916 0.96737
H -4.87311 3.76657 1.94160
H -5.13800 6.13666 1.27564
H -3.49830 7.17226 -0.25512
H -1.63600 5.82236 -1.17326
H 1.31698 3.72145 4.49657
H 0.22295 4.94253 6.33021
H -2.23535 5.21183 6.35751
H -3.59647 4.22952 4.53983
H -2.48733 2.96230 2.71748
H 2.92904 2.78848 0.91587
H 5.14675 2.08468 1.65595
H 5.42292 0.82719 3.77206
H 3.43254 0.31208 5.15327
H 1.19916 1.05704 4.41670
O 1.87615 0.75422 -0.91734
H 2.55298 0.72182 -0.23159
H 1.43260 1.62368 -0.79016
O -4.34907 -3.01904 -0.54148
C -3.27359 -2.51573 -0.43814
N -2.18863 -2.03184 -0.33844
C 4.74182 -5.02338 0.33401
Si 3.86729 -3.34440 0.00658
C 4.69796 -2.71491 -1.59795
C 4.67239 -2.21417 1.32743
Si 1.49247 -3.11194 -0.09203
Si 1.13797 -3.90598 -2.30601
C -0.65430 -4.46123 -2.62007
C 1.38895 -2.40083 -3.45172
C 2.17850 -5.31742 -3.09099
Si 0.83418 -5.01553 1.15166
C -1.06395 -5.08806 1.24403
C 1.33844 -6.79226 0.62584
C 1.38004 -4.93013 2.98507
H 5.83147 -4.93273 0.33121
H 4.46344 -5.76330 -0.42219
H 4.44267 -5.42913 1.30534
H 5.78839 -2.67690 -1.52648
H 4.34289 -1.70395 -1.81891
H 4.43683 -3.34239 -2.45410
H 5.76143 -2.17970 1.22850
H 4.43763 -2.54938 2.34149
H 4.29934 -1.19046 1.23182
H -1.33869 -3.71498 -2.21116
H -0.87164 -5.40735 -2.11587
H -0.88465 -4.58484 -3.68178
H 0.65781 -1.62828 -3.19188
H 1.27285 -2.63163 -4.51423
H 2.38014 -1.96484 -3.30562
H 2.03221 -6.25051 -2.53942
H 3.24607 -5.08449 -3.04942
H 1.91372 -5.49823 -4.13633
H -1.49435 -5.13564 0.24049
H -1.45055 -4.17379 1.70119
H -1.44380 -5.94053 1.81458
H 1.00387 -6.99149 -0.39659
H 0.90231 -7.55553 1.27640
H 2.42537 -6.91228 0.64222
H 0.98118 -4.02476 3.45054
H 2.46991 -4.89103 3.07497
H 1.02537 -5.78832 3.56271
```

What did the third record say?
C17H12Cl5IrN3O2S5 as an isolated structure, computed with ωB97M-V with the def2-TZVPD basis set.

Output
E_LUMO (spin up / spin down)	-0.22 / -2.59	eV
max |F|	0.876	eV/Å
energy above the lowest of the compared OMol25 structures with the same formula, charge and spin	0.0	kcal per mole
spin multiplicity	6
gap between HOMO and LUMO (spin up / spin down)	7.417 / 6.182	eV

XYZ file:
```
45
C17H12Cl5IrN3O2S5, DFT ωB97M-V with the def2-TZVPD basis set
Ir 0.14938 0.25912 -0.64561
N -0.19881 2.29931 0.69194
C -1.52178 2.46351 1.33078
C -2.62906 2.55713 0.29625
C -2.95696 1.20121 -0.26631
O -4.08040 0.73162 -0.19091
O -1.95499 0.54983 -0.83490
H 0.52113 2.31515 1.39838
H -0.02138 3.06945 0.05637
H -1.53005 3.34650 1.96927
H -1.68141 1.59578 1.97441
H -2.31334 3.21090 -0.52781
H -3.53162 2.96723 0.74044
S -3.37424 0.25795 -7.08869
C -2.45228 0.26463 -5.75677
S -2.00509 -1.17400 -4.89500
C -1.06240 -0.43799 -3.64245
C -0.97359 0.96513 -3.70489
S -0.09754 1.93610 -2.66232
S -1.82491 1.70527 -5.02797
S -0.32024 -1.43972 -2.50752
Cl 1.21511 0.13329 2.64902
C 2.48140 0.37355 1.46820
C 2.16330 0.40051 0.10993
C 3.24638 0.43089 -0.77632
Cl 2.97283 0.39903 -2.48854
C 4.57156 0.48046 -0.33493
Cl 5.87404 0.52638 -1.45398
C 4.83834 0.48857 1.03226
Cl 6.45604 0.54339 1.59667
C 3.78623 0.42510 1.94288
Cl 4.11679 0.38403 3.63109
N 1.56215 -2.54595 0.91141
C 0.26797 -2.45274 1.34140
C -0.16568 -3.18417 2.45734
C -1.49774 -3.17471 2.78320
C -2.39780 -2.45658 1.99328
C -1.89511 -1.72645 0.94603
N -0.57212 -1.67738 0.64230
H 2.25499 -2.95466 1.50890
H 1.87877 -1.94958 0.16902
H 0.55609 -3.75891 3.02942
H -1.84657 -3.73902 3.64190
H -3.46180 -2.45792 2.18676
H -2.54561 -1.15124 0.30609
```